Entry 1:
DFT (the ωB97M-V functional and the def2-TZVPD basis) results for a structure of composition C17H29HgN3O4PS.

Each line ends with the natural charge from an NBO analysis.
Geometry (Å):
Hg (-0.5273, 0.2614, -0.2701)  1.381
S (-1.5289, -0.6820, -3.0919)  0.908
P (2.0914, 1.7670, -1.7998)  0.886
O (-2.8153, -1.0885, -2.3501)  -1.091
O (1.4103, 3.5145, 1.7085)  -0.767
O (1.0876, 1.3682, 1.1784)  -0.842
O (-3.3819, 2.2800, 2.3684)  -0.764
N (-2.9560, -0.8378, 0.5248)  -0.897
N (-1.6026, 1.6225, 1.0884)  -0.773
N (-0.2530, -0.4573, -2.2143)  -1.377
C (-2.8116, 1.4702, 1.6066)  0.621
C (2.0064, -2.4707, -0.6656)  -0.224
C (0.7304, 2.9666, -2.1285)  -0.736
C (-0.1593, -3.5069, -0.5221)  -0.234
C (4.4736, 2.1291, -0.3712)  -0.604
C (0.6829, 2.5332, 1.4821)  0.765
C (1.0633, 4.1954, -2.9685)  -0.608
C (3.4172, 0.1302, -3.6421)  -0.607
C (-0.2239, -3.1558, 0.8187)  -0.225
C (1.9524, -2.1008, 0.6735)  -0.018
C (-3.6194, 0.2067, 1.2799)  -0.295
C (0.8141, -2.4452, 1.4050)  -0.194
C (3.0484, -1.2868, 1.3008)  -0.650
C (2.6350, 1.4364, -3.5426)  -0.728
C (3.4039, 2.8919, -1.1463)  -0.744
C (-0.8327, 2.7351, 1.5950)  -0.353
C (0.9550, -3.1492, -1.2640)  -0.164
H (3.4206, -1.7587, 2.2146)  0.190
H (1.7163, 1.3411, -4.1278)  0.232
H (-3.0464, -0.7468, -0.4947)  0.428
H (2.8956, 3.5690, -0.4522)  0.258
H (-3.8895, -0.1778, 2.2676)  0.186
H (3.2109, 2.2756, -3.9510)  0.183
H (0.1746, 4.8093, -3.1393)  0.195
H (3.6473, -0.1293, -4.6804)  0.182
H (4.0077, 1.5992, 0.4605)  0.236
H (3.8857, -1.1700, 0.6105)  0.201
H (-4.5549, 0.5558, 0.8233)  0.174
H (-1.0443, 2.8850, 2.6607)  0.210
H (2.8248, -0.6797, -3.2129)  0.232
H (-0.0646, 2.3719, -2.5901)  0.246
H (-3.3194, -1.7498, 0.7693)  0.348
H (1.4594, 3.9156, -3.9476)  0.190
H (3.8495, 3.4986, -1.9448)  0.180
H (0.7325, -2.1218, 2.4371)  0.198
H (4.3632, 0.1815, -3.0958)  0.184
H (-1.1113, -3.3807, 1.3972)  0.200
H (5.2325, 2.8027, 0.0384)  0.184
H (2.8533, -2.1543, -1.2640)  0.202
H (4.9841, 1.3918, -0.9977)  0.179
H (-1.0013, -3.9796, -1.0112)  0.210
H (0.3539, 3.2744, -1.1482)  0.235
H (0.9776, -3.3404, -2.3290)  0.210
H (1.8081, 4.8251, -2.4778)  0.196
H (-1.0952, 3.6856, 1.1163)  0.187
H (2.6757, -0.2879, 1.5372)  0.279

The spin multiplicity is 2. Its total charge is -2. The gap between HOMO and LUMO (alpha / beta) is 4.3 / 6.9 eV. The HOMO energy (alpha / beta) comes out at 0.80 / -1.86 eV.

---

Entry 2:
DFT (the ωB97M-V functional and the def2-TZVPD basis) results for the molecule C4H6N4 in a non-equilibrium geometry.

Each line ends with the natural charge from an NBO analysis.
Geometry (Å):
N (-1.8200, -1.3843, 0.3087)  -0.316
N (-2.4468, 0.6670, -0.3152)  -0.045
N (-1.1534, 0.6188, -0.0251)  -0.209
N (-2.8691, -0.5263, -0.1337)  -0.058
C (0.6669, -0.1473, 0.5556)  -0.217
C (-0.8359, -0.5926, 0.3882)  0.326
C (1.5685, -0.7671, -0.4776)  -0.607
C (0.1061, 1.2646, 0.2169)  -0.203
H (0.3345, 1.6670, -0.7457)  0.209
H (2.5877, -0.3214, -0.5009)  0.219
H (1.6730, -1.8223, -0.3527)  0.232
H (1.0734, -0.2293, 1.5971)  0.234
H (1.1147, -0.5172, -1.4506)  0.211
H (0.0004, 2.0904, 0.9351)  0.222

As for the SMILES: C[C@H]1Cn2nnnc21. Its total charge is 0. The gap between HOMO and LUMO is 11.5 eV. The HOMO energy comes out at -10.76 eV.

---

Entry 3:
DFT (the ωB97M-V functional and the def2-TZVPD basis) results for a cluster of 3 separate species, C4H10O2S2 in total in a non-equilibrium geometry.

Each line ends with the natural charge from an NBO analysis.
Geometry (Å):
S (2.7270, 0.0398, -0.0383)  0.048
S (-2.6635, -0.0516, 0.0028)  -0.035
O (0.0524, -1.2535, -0.9919)  -0.709
O (0.3813, 2.1828, 0.1244)  -0.592
C (-1.1828, -0.4546, 0.9983)  -0.525
C (-0.2094, 0.9919, -0.7782)  -0.157
C (0.0404, -0.2637, 0.0387)  0.193
C (1.3524, -0.4004, 0.8584)  -0.615
H (-1.0590, -1.3611, 1.4615)  0.223
H (1.1456, -2.2897, -0.8903)  0.434
H (2.5420, -0.7640, -1.1417)  0.111
H (1.2202, 0.3280, 1.6647)  0.259
H (0.3857, 0.7825, -1.8280)  0.207
H (-1.3052, 2.9986, -0.3898)  0.326
H (-1.0714, 0.4737, 1.6585)  0.250
H (-1.2741, 1.1937, -1.0610)  0.222
H (-2.6346, -0.7755, -1.0709)  0.133
H (1.5531, -1.3768, 1.3827)  0.229

Its total charge is 0. The gap between HOMO and LUMO is 6.5 eV. The HOMO energy comes out at -8.83 eV.

---

Entry 4:
DFT (the ωB97M-V functional and the def2-TZVPD basis) results for the molecule C8H13NO in a non-equilibrium geometry.

Each line ends with the natural charge from an NBO analysis.
Geometry (Å):
O (2.7385, 1.4016, -0.2645)  -0.450
N (0.3014, 1.4997, -0.1911)  -0.508
C (-0.4408, 0.4670, -0.4793)  0.337
C (0.0458, -0.7608, -1.1548)  -0.495
C (-2.3419, 1.8505, 0.4306)  -0.602
C (3.9703, -0.5097, 0.6796)  -0.612
C (3.4236, 0.3223, -0.2070)  0.339
C (1.5227, 1.9701, -0.2692)  0.304
C (-1.9465, 0.5325, -0.1197)  -0.459
C (0.3139, -1.8125, -0.0896)  -0.596
H (0.2607, -1.2985, 0.9786)  0.210
H (-2.6259, 0.5106, -0.9431)  0.222
H (1.7466, 2.9721, -0.1384)  0.167
H (-3.3135, 1.6935, 1.0487)  0.204
H (4.5612, -1.2514, 0.2583)  0.219
H (3.8184, -0.3792, 1.8425)  0.208
H (0.9597, -0.5790, -1.5797)  0.216
H (-0.5593, -2.4172, -0.0281)  0.201
H (-2.3390, 2.7108, -0.2271)  0.221
H (-1.6705, 2.0678, 1.1597)  0.210
H (-0.5064, -1.2411, -1.9559)  0.222
H (1.1821, -2.4708, -0.3512)  0.229
H (-2.0088, -0.4371, 0.5139)  0.214

Its total charge is 0. The gap between HOMO and LUMO (alpha / beta) is 8.1 / 7.3 eV. The HOMO energy (alpha / beta) comes out at -8.00 / -7.16 eV.

---

Entry 5:
DFT (the ωB97M-V functional and the def2-TZVPD basis) results for the molecule C3H8N2O2 in a non-equilibrium geometry.

Each line ends with the natural charge from an NBO analysis.
Geometry (Å):
O (1.4208, 0.9038, 0.7282)  -0.681
O (-0.1305, 2.6119, 1.0102)  -0.612
N (-0.7866, 0.4398, 0.4507)  -0.653
N (0.2259, -2.4557, -1.8562)  -0.781
C (-0.6376, -1.3802, -1.2024)  -0.235
C (-0.3431, -0.9458, 0.2827)  -0.253
C (0.1598, 1.4513, 0.7901)  0.874
H (0.9865, -2.5837, -1.1895)  0.336
H (-0.8413, -1.7999, 0.8226)  0.191
H (-1.6424, -1.8172, -1.2599)  0.180
H (-0.6414, -0.4471, -1.8723)  0.182
H (1.7682, 1.6227, 1.2317)  0.495
H (0.7399, -1.0929, 0.4345)  0.226
H (-1.5866, 0.7208, -0.0544)  0.404
H (-0.2553, -3.3687, -1.4041)  0.327

As for the SMILES: NCCNC(=O)O. Its total charge is 0. The gap between HOMO and LUMO is 10.5 eV. The HOMO energy comes out at -9.77 eV.

---

E for the records above, in order: -55059.3007 -10202.4743 -30065.1834 -12037.5515 -10315.0867 eV
Energy above the lowest of the compared OMol25 structures with the same formula, charge and spin for the records above, in order: 0.060 3.465 11.044 7.004 1.866 eV